(1)
The following is a DFT calculation (wB97M-V/def2-TZVPD) of a 9-piece molecular cluster, C21H60N4O9 overall.

Element x y z (Å)
C 2.16 2.00 -4.21
O 1.69 3.02 -3.71
N 2.44 1.82 -5.45
N 2.34 0.93 -3.51
H 2.44 2.71 -5.93
H 2.91 1.00 -5.82
H 2.96 0.22 -3.87
H 2.24 1.17 -2.53
C 0.24 -0.14 -0.17
O 1.36 0.39 -0.21
N -0.17 -0.86 0.82
N -0.64 -0.05 -1.10
H -1.15 -1.12 0.78
H 0.31 -0.82 1.70
H -1.48 -0.56 -0.89
H -0.38 0.49 -1.92
C 5.38 2.91 0.84
C 3.84 2.91 0.94
O 3.30 1.73 1.38
H 5.67 2.83 1.88
H 5.79 3.72 0.24
H 5.71 1.98 0.38
H 3.46 3.13 -0.06
H 3.52 3.79 1.49
H 2.78 1.27 0.71
C -2.58 -3.36 -1.54
C -3.52 -2.72 -0.51
O -2.83 -1.65 0.13
H -1.84 -4.05 -1.14
H -2.10 -2.60 -2.15
H -3.15 -3.95 -2.25
H -3.78 -3.45 0.25
H -4.44 -2.47 -1.04
H -3.59 -1.12 0.40
C 0.73 -4.43 2.84
C -0.59 -5.00 3.30
C -1.77 -4.45 2.50
O -0.50 -6.43 3.14
H 0.84 -4.60 1.77
H 1.65 -4.74 3.34
H 0.74 -3.34 2.94
H -0.77 -4.78 4.35
H -2.53 -5.23 2.42
H -1.51 -4.09 1.51
H -2.25 -3.59 2.97
H -0.69 -6.68 2.24
C -1.68 3.32 -0.63
C -0.49 4.24 -0.21
C -0.12 5.34 -1.27
O -0.76 4.79 1.04
H -2.19 2.74 0.13
H -1.33 2.63 -1.40
H -2.42 4.01 -1.05
H 0.43 3.66 -0.15
H 0.63 6.05 -0.92
H -0.98 5.92 -1.61
H 0.36 4.83 -2.11
H -1.49 5.41 0.96
C 4.09 -3.15 1.43
C 4.93 -2.86 0.20
C 4.88 -1.37 -0.26
O 6.34 -3.12 0.40
H 3.91 -4.23 1.46
H 3.12 -2.65 1.34
H 4.51 -2.77 2.36
H 4.63 -3.34 -0.73
H 5.42 -0.60 0.28
H 3.86 -1.06 -0.48
H 5.41 -1.25 -1.20
H 6.56 -2.89 1.31
C -1.69 1.25 5.21
C -2.15 0.50 3.96
C -1.75 1.24 2.74
O -1.55 -0.80 4.07
H -0.62 1.08 5.35
H -2.14 0.70 6.04
H -1.98 2.29 5.36
H -3.24 0.48 4.07
H -1.99 2.30 2.80
H -2.08 0.89 1.76
H -0.66 1.23 2.63
H -0.60 -0.69 4.17
C -4.09 2.52 -3.87
C -4.06 1.00 -4.14
C -3.81 0.21 -2.90
O -5.29 0.79 -4.62
H -4.75 2.88 -3.08
H -4.35 3.05 -4.78
H -3.11 2.82 -3.50
H -3.40 0.84 -4.99
H -2.91 0.57 -2.40
H -3.66 -0.86 -2.96
H -4.61 0.45 -2.20
H -5.34 -0.14 -4.88

Values from the calculation:
HOMO (alpha / beta), hartree: 0.0134 / -0.2784
Maximum force, eV Å⁻¹: 4.95
DFT total energy, eV: -47136.458
Multiplicity: 2
Molar mass, g mol⁻¹: 512.73
Net charge: -1
Lowest unoccupied orbital energy (alpha / beta), eV: 2.2 / 2.1
HOMO-LUMO gap (alpha / beta), Eh: 0.067 / 0.356

=====

(2)
The following is a DFT calculation (wB97M-V/def2-TZVPD) of C21H60N8O17PZn2 as an isolated structure.

Element x y z (Å)
Zn -1.88 0.44 1.60
Zn 1.69 0.19 -1.75
P 0.20 0.31 0.14
O -0.68 1.56 0.56
O -0.39 -0.71 1.16
O 1.76 0.55 0.16
O -0.06 -0.16 -1.26
C 0.26 -3.72 0.16
O 0.55 -4.86 -0.28
N 1.05 -2.95 0.91
N -0.95 -3.27 0.22
H 1.94 -3.32 1.20
H 0.67 -2.11 1.31
H -1.73 -3.85 -0.05
H -0.91 -2.29 0.48
C -3.13 3.19 3.21
O -2.79 2.25 2.52
N -4.26 3.32 3.91
N -2.36 4.18 3.46
H -4.96 2.60 3.78
H -4.53 4.10 4.49
H -2.73 4.86 4.11
H -1.46 4.25 2.99
C 2.55 0.92 3.67
O 2.50 1.25 4.93
N 2.86 -0.32 3.15
N 2.29 1.75 2.68
H 3.19 -1.17 3.58
H 2.75 -0.41 2.15
H 2.02 2.70 2.87
H 2.16 1.34 1.77
C -3.75 1.81 -0.43
O -3.38 0.61 0.24
C -4.52 -0.19 0.45
C -4.08 -1.37 1.32
N -3.38 -0.86 2.48
C -2.83 -1.93 3.27
C -1.75 -1.24 4.18
O -1.31 0.11 3.69
C -0.72 0.90 4.75
H -2.84 2.38 -0.61
H -4.47 2.31 0.21
H -4.22 1.64 -1.41
H -4.82 -0.48 -0.55
H -5.30 0.46 0.86
H -3.34 -1.91 0.74
H -4.93 -2.03 1.51
H -4.00 -0.43 3.15
H -2.17 -2.38 2.52
H -3.55 -2.65 3.66
H -0.91 -1.94 4.18
H -2.06 -1.26 5.23
H -1.53 0.81 5.48
H -0.58 1.94 4.46
H 0.24 0.50 5.07
C 0.09 1.01 -4.34
O 1.08 0.10 -3.69
C 0.93 -1.26 -4.20
C 2.11 -2.04 -3.69
N 2.22 -1.91 -2.25
C 3.47 -2.45 -1.73
C 3.65 -3.99 -1.73
O 4.91 -4.24 -1.20
C 5.27 -5.55 -1.34
H -0.91 0.59 -4.49
H 0.58 1.40 -5.23
H -0.07 1.87 -3.70
H 1.02 -1.20 -5.29
H -0.04 -1.73 -4.04
H 2.97 -1.53 -4.14
H 1.99 -3.01 -4.19
H 1.49 -2.46 -1.83
H 3.54 -2.21 -0.67
H 4.26 -1.93 -2.27
H 3.53 -4.46 -2.70
H 2.84 -4.41 -1.14
H 5.54 -5.86 -2.35
H 4.52 -6.24 -0.97
H 6.08 -5.42 -0.61
C 0.10 4.91 -0.18
C 0.95 4.48 1.11
O 0.48 3.59 2.09
O -0.12 3.75 -1.01
H 0.62 5.73 -0.68
H -0.84 5.41 0.07
H 1.14 5.42 1.63
H 1.88 4.16 0.64
H 0.30 2.83 1.53
H -0.47 2.98 -0.55
C 4.05 1.91 -2.80
C 3.22 2.75 -1.88
O 1.91 2.18 -1.90
O 3.98 0.53 -2.36
H 4.99 2.43 -2.64
H 3.74 1.99 -3.85
H 3.27 3.72 -2.38
H 3.68 2.79 -0.89
H 1.24 2.75 -1.52
H 4.53 0.32 -1.61
C -2.69 -2.19 -2.65
C -2.99 -0.88 -3.32
O -2.54 0.32 -2.55
O -1.34 -2.26 -2.23
H -2.93 -3.12 -3.16
H -3.33 -2.20 -1.77
H -4.04 -0.77 -3.60
H -2.46 -0.83 -4.27
H -1.72 0.32 -2.05
H -1.11 -1.49 -1.71

Values from the calculation:
HOMO (alpha / beta), hartree: -0.0735 / -0.3380
Maximum force, eV Å⁻¹: 4.71
DFT total energy, eV: -175604.738
Multiplicity: 2
Molar mass, g mol⁻¹: 858.50
Lowest unoccupied orbital energy (alpha / beta), eV: -0.3 / -0.3
HOMO-LUMO gap (alpha / beta), Eh: 0.061 / 0.326